1.
69
Properties=species:S:1:pos:R:3:forces:R:3 method="wB97M-V/def2-TZVPD" s2=0.780 orbital_gap_ha="0.2597 / 0.2298" total_charge=+2 relative_energy_kj_mol=0.00 e_tot_ha=-8298.3855 spin_multiplicity=2
Mn -1.217 -0.519 0.208 0.45 -0.29 0.04
C -2.618 2.954 2.245 0.05 -0.02 -0.03
C -2.242 1.879 1.275 -0.16 0.16 -0.20
N -1.429 0.916 1.529 0.00 0.14 0.24
N -0.793 0.867 2.741 -0.01 -0.14 -0.13
C -0.052 -0.237 3.051 -0.06 0.18 0.08
N 0.650 -0.154 4.181 0.01 -0.09 -0.01
S -0.055 -1.617 2.103 -0.20 0.01 -0.32
C -2.748 1.851 -0.120 0.14 0.09 0.26
C -3.547 2.849 -0.644 -0.08 0.10 -0.10
C -3.905 2.794 -1.985 -0.02 0.04 0.07
C -3.443 1.746 -2.755 0.04 -0.06 -0.02
C -2.653 0.776 -2.156 -0.05 -0.07 -0.04
N -2.316 0.815 -0.870 -0.12 -0.05 0.13
H -2.680 2.559 3.260 0.01 0.00 0.01
H -3.594 3.369 2.009 -0.01 -0.01 0.00
H -1.901 3.779 2.233 0.02 -0.02 0.00
H -0.724 1.714 3.286 0.01 0.01 0.00
H 0.622 0.643 4.795 -0.01 0.00 0.02
H 1.178 -0.960 4.474 0.01 0.02 0.01
H -3.875 3.671 -0.026 -0.02 0.01 -0.02
H -4.530 3.564 -2.416 0.01 0.00 0.01
H -3.688 1.664 -3.805 0.01 0.00 0.00
H -2.279 -0.063 -2.727 -0.02 0.00 0.02
Br -5.761 -4.863 2.396 -0.05 -0.05 0.02
C -4.637 -3.524 1.743 -0.01 -0.04 -0.01
C -4.479 -2.337 2.439 0.00 0.08 0.00
C -3.601 -1.399 1.934 -0.04 0.08 -0.02
N -2.916 -1.567 0.801 0.00 -0.20 0.00
C -3.110 -2.705 0.113 0.05 -0.02 -0.05
C -3.945 -3.715 0.558 -0.04 0.08 -0.05
C -2.319 -2.819 -1.131 -0.06 0.04 0.02
C -2.653 -3.691 -2.152 0.06 -0.02 0.07
C -1.858 -3.717 -3.286 -0.01 -0.01 -0.01
Br -2.279 -4.861 -4.698 -0.02 -0.06 -0.07
C -0.756 -2.881 -3.364 0.05 0.04 0.05
C -0.507 -2.027 -2.306 0.10 -0.04 0.05
N -1.273 -1.976 -1.210 -0.15 -0.09 -0.09
H -5.013 -2.152 3.359 0.01 0.00 0.01
H -3.437 -0.470 2.464 0.03 -0.02 0.01
H -4.042 -4.638 0.007 -0.02 -0.02 0.01
H -3.523 -4.326 -2.076 0.00 -0.01 -0.03
H -0.106 -2.885 -4.227 -0.01 0.01 0.00
H 0.338 -1.351 -2.326 -0.02 0.02 -0.02
C 0.509 0.176 -0.295 0.18 0.16 0.33
C 1.717 0.446 -0.348 -0.18 0.05 -0.26
C 3.060 0.722 -0.361 0.18 0.00 -0.01
C 3.958 -0.259 0.242 -0.02 0.09 0.01
C 3.624 -1.620 0.198 -0.04 -0.04 -0.03
C 4.456 -2.562 0.769 0.00 0.01 0.01
C 5.614 -2.157 1.424 0.01 0.01 0.01
C 5.937 -0.809 1.512 -0.02 -0.01 -0.01
C 5.121 0.137 0.918 0.00 0.04 -0.02
C 3.539 1.960 -0.957 -0.03 -0.08 0.00
C 4.836 2.065 -1.483 0.00 -0.04 0.00
C 5.256 3.244 -2.070 -0.02 -0.02 0.01
C 4.394 4.331 -2.137 0.00 0.01 -0.01
C 3.097 4.234 -1.641 0.02 -0.01 -0.02
C 2.668 3.056 -1.068 -0.03 0.02 0.04
H 2.721 -1.924 -0.314 0.01 0.00 0.01
H 4.207 -3.613 0.707 0.00 0.00 -0.01
H 6.264 -2.896 1.873 0.00 0.00 0.00
H 6.824 -0.496 2.044 0.00 0.00 0.00
H 5.354 1.187 1.020 0.02 0.04 -0.05
H 5.490 1.205 -1.484 0.03 -0.03 0.07
H 6.251 3.313 -2.487 0.00 0.00 0.00
H 4.728 5.254 -2.591 0.00 0.00 0.00
H 2.427 5.080 -1.711 0.00 0.00 0.01
H 1.662 2.966 -0.681 0.00 0.01 0.01

=====

2.
91
Properties=species:S:1:pos:R:3:forces:R:3 method="wB97M-V/def2-TZVPD" orbital_gap_ha=0.1251 total_charge=+1 relative_energy_kj_mol=435.65 e_tot_ha=-8134.8045
C 1.985 -1.722 6.211 0.64 0.69 -0.29
C 1.685 -0.344 5.495 0.75 -0.34 0.50
O 0.269 -0.089 5.353 0.66 0.97 0.08
C 0.091 1.315 5.556 -0.63 0.11 -0.45
C -1.342 1.817 5.146 -0.06 -0.27 1.67
O -1.817 1.277 3.877 0.27 1.59 -0.93
C -1.909 2.219 2.907 0.07 1.12 -1.60
C -2.883 3.333 2.912 1.15 0.15 -1.65
C -2.939 4.274 1.801 0.66 -0.63 0.29
C -3.988 5.436 1.753 -0.40 -0.76 -0.48
C -5.413 5.008 2.319 -0.26 0.47 -0.83
C -6.418 4.584 1.153 0.29 0.27 0.42
I -7.656 2.941 1.914 0.35 0.58 -0.49
C -1.981 4.123 0.650 0.90 -0.41 0.85
Br -1.967 5.338 -0.868 -0.11 -0.97 1.64
C -0.996 3.022 0.618 -1.17 -0.48 2.03
C -0.998 2.104 1.747 -0.03 0.48 -1.21
C 0.038 0.924 1.638 -0.54 -0.09 -1.23
O 0.672 0.500 2.562 -0.30 0.29 -0.10
C 0.181 0.338 0.200 -0.24 -0.28 -1.53
C 0.285 -1.079 -0.042 0.17 1.00 -1.45
C 0.388 -1.626 -1.418 -0.26 2.19 1.44
C 0.447 -3.179 -1.535 0.63 0.80 -0.94
C -0.771 -3.851 -2.266 -0.44 -0.84 0.83
C -2.176 -3.333 -1.748 1.45 1.40 -0.75
F -2.395 -2.152 -2.490 -0.16 -1.22 0.84
F -2.148 -2.920 -0.432 -0.36 -0.90 -1.25
C -3.383 -4.279 -2.118 -0.30 1.13 -2.21
F -3.050 -4.866 -3.326 -0.23 0.84 1.53
F -4.509 -3.545 -2.396 1.47 -0.92 1.11
S -3.772 -5.657 -0.911 -1.89 -3.47 0.07
F -5.292 -5.737 -1.543 1.58 0.25 0.96
F -4.290 -4.642 0.238 0.97 -0.61 -1.27
F -2.253 -5.729 -0.334 -1.30 0.74 -0.35
F -3.348 -6.790 -2.032 -0.16 1.12 1.35
F -4.151 -6.893 0.076 0.36 1.43 -0.84
C 0.427 -0.675 -2.521 -0.02 0.18 0.71
C 0.577 -1.174 -4.000 -0.65 1.02 0.26
C 1.938 -0.695 -4.658 -0.59 0.16 0.12
C 2.735 -1.819 -5.398 -0.44 0.72 -0.55
F 3.297 -1.226 -6.529 -0.13 -0.91 1.46
F 1.929 -2.840 -5.886 0.73 1.14 0.82
C 3.862 -2.512 -4.539 0.40 -1.34 -1.78
F 4.577 -3.313 -5.421 -0.90 1.02 1.04
F 3.306 -3.395 -3.628 0.57 1.56 -0.65
C 4.918 -1.525 -3.887 1.51 -0.10 0.27
F 6.171 -2.072 -4.110 -1.56 0.72 0.44
F 4.950 -0.273 -4.457 -0.60 -1.36 0.39
C 4.795 -1.355 -2.320 0.43 -0.45 0.82
F 5.334 -2.489 -1.743 -0.64 1.29 -0.58
F 3.499 -1.246 -1.865 1.18 -0.11 -0.86
C 5.580 -0.082 -1.766 -0.37 -0.11 0.62
F 6.795 0.092 -2.359 -1.59 -0.06 0.34
F 4.745 1.010 -1.943 1.31 -1.17 -0.04
C 5.867 -0.186 -0.198 0.68 1.76 0.23
F 4.742 -0.427 0.523 1.43 -0.33 -0.83
F 6.888 -1.028 0.072 -1.66 0.51 -0.15
F 6.301 1.077 0.169 -0.55 -1.51 -0.36
C 0.321 0.782 -2.294 0.00 -1.31 1.70
C 0.178 1.270 -0.940 -0.18 -1.02 0.43
C 0.013 2.771 -0.563 -0.18 -1.40 0.09
O 0.629 3.660 -1.100 -0.38 -0.01 0.44
H 2.517 -1.487 7.174 -0.76 -0.48 -0.77
H 2.731 -2.286 5.584 -0.97 0.29 0.64
H 1.058 -2.320 6.394 0.86 0.54 -0.21
H 2.231 -0.292 4.509 -0.90 -0.02 0.74
H 2.114 0.483 6.126 -0.26 -0.80 -0.49
H 0.843 1.909 4.969 -0.48 -0.56 0.60
H 0.179 1.491 6.669 0.05 0.35 -1.08
H -2.055 1.481 5.952 0.49 0.35 -1.06
H -1.342 2.938 5.077 0.05 -1.02 0.28
H -3.586 3.449 3.771 0.75 -0.17 -0.90
H -4.167 5.710 0.674 0.42 -0.22 1.10
H -3.596 6.372 2.241 -0.22 -1.09 -0.23
H -5.852 5.917 2.797 0.31 -0.99 -0.02
H -5.375 4.146 3.023 0.17 1.01 -0.32
H -7.129 5.408 0.884 0.77 -0.85 0.24
H -5.889 4.228 0.237 -0.51 0.14 0.81
H 0.279 -1.785 0.820 -0.01 0.71 -0.77
H 1.365 -3.416 -2.150 -0.95 0.08 0.60
H 0.648 -3.610 -0.521 -0.51 0.36 -0.90
H -0.669 -4.963 -2.108 -0.28 1.13 -0.10
H -0.796 -3.708 -3.373 0.13 0.05 1.01
H -0.248 -0.657 -4.570 0.74 -0.71 0.51
H 0.377 -2.265 -4.100 0.48 0.92 0.14
H 1.711 0.096 -5.427 0.30 -0.96 0.62
H 2.542 -0.160 -3.873 -0.32 -0.82 -0.89
H 0.319 1.511 -3.144 0.05 -0.88 0.86
O 2.191 7.339 0.089 -2.89 -1.63 2.01
V 1.102 6.451 1.035 1.54 -0.17 -1.15
O -0.069 5.568 1.936 0.62 1.14 -1.40

=====

3.
70
Properties=species:S:1:pos:R:3:forces:R:3 method="wB97M-V/def2-TZVPD" s2=0.762 orbital_gap_ha="0.1770 / 0.1715" total_charge=+1 relative_energy_kj_mol=258.37 e_tot_ha=-3959.7343 spin_multiplicity=2
V -0.524 -0.884 -0.628 -3.27 2.61 -0.17
O 0.577 0.203 -0.143 3.10 2.33 1.15
C 1.746 0.866 -0.106 1.36 0.71 0.06
C 2.835 0.397 -0.840 -0.51 -0.10 0.05
C 4.032 1.086 -0.822 0.10 0.02 -0.03
C 4.156 2.254 -0.082 -0.04 -0.01 -0.02
C 3.075 2.738 0.637 0.01 0.05 0.17
C 1.888 2.034 0.653 -0.52 -0.67 -0.24
C 0.037 1.726 2.126 0.26 0.15 0.00
N 0.488 0.546 2.631 0.23 -0.02 -0.02
C -0.460 -0.421 3.174 -0.18 0.01 -0.27
C -1.523 -0.904 2.180 0.33 0.25 0.34
N -1.014 -1.723 1.058 -0.32 -1.17 1.28
C -1.114 -3.010 1.200 -0.09 0.30 0.13
C -0.932 -4.001 0.179 0.04 -0.05 -0.54
C -0.961 -5.371 0.483 -0.01 0.16 0.17
C -0.901 -6.309 -0.520 0.04 -0.14 -0.08
C -0.818 -5.901 -1.853 -0.03 -0.03 0.20
C -0.810 -4.561 -2.186 0.02 0.44 -0.17
C -0.860 -3.606 -1.177 -0.07 -1.18 0.81
O -0.856 -2.301 -1.407 -0.10 -3.92 -2.61
H 2.704 -0.504 -1.431 0.10 0.02 -0.01
H 4.865 0.715 -1.404 0.01 0.01 0.04
H 5.093 2.792 -0.064 0.00 0.02 -0.04
H 3.132 3.662 1.196 -0.02 -0.01 0.02
H -0.966 2.059 2.367 0.00 0.11 0.03
H -0.983 0.001 4.040 -0.03 -0.05 -0.01
H 0.124 -1.273 3.516 -0.01 0.02 0.10
H -2.049 -0.048 1.759 -0.06 -0.04 -0.03
H -2.250 -1.483 2.750 -0.06 -0.02 -0.10
H -1.447 -3.388 2.167 0.03 0.02 0.03
H -1.019 -5.682 1.519 -0.05 0.01 -0.01
H -0.925 -7.362 -0.278 0.03 0.01 0.00
H -0.758 -6.648 -2.633 -0.04 0.03 -0.03
H -0.760 -4.232 -3.216 0.00 -0.02 0.01
Cl -0.281 0.116 -2.978 0.44 0.22 -0.32
C -1.926 -0.186 -3.441 -0.74 -0.17 -0.03
C -2.239 -0.380 -4.772 0.26 0.03 -0.07
C -3.540 -0.706 -5.117 -0.05 -0.01 -0.02
C -4.509 -0.857 -4.140 -0.02 0.01 0.05
C -4.191 -0.625 -2.811 0.31 0.11 -0.08
Cl -5.411 -0.793 -1.605 -0.11 -0.01 -0.01
C -2.892 -0.255 -2.433 -0.05 -0.02 -0.04
S -2.528 0.154 -0.764 -0.06 -0.10 0.15
H -1.476 -0.275 -5.531 0.02 -0.04 0.03
H -3.796 -0.851 -6.157 0.00 -0.03 0.00
H -5.516 -1.155 -4.398 -0.01 0.05 0.00
C 4.427 0.107 4.042 0.10 0.02 0.03
C 3.682 1.222 4.398 -0.03 -0.03 -0.04
C 2.392 1.373 3.917 -0.13 -0.01 -0.06
C 1.853 0.412 3.069 0.06 0.05 0.07
C 2.601 -0.698 2.701 -0.10 0.03 -0.01
C 3.889 -0.848 3.191 -0.01 -0.04 -0.02
N 0.741 2.509 1.364 0.03 -0.69 -0.15
N 0.406 3.823 1.167 -0.19 0.74 1.08
C -0.323 4.023 0.052 -0.03 -0.33 -0.66
C -0.697 5.353 -0.264 -0.08 0.01 -0.15
C -1.427 5.581 -1.402 0.15 -0.03 0.21
C -1.792 4.501 -2.214 -0.01 -0.25 -0.13
C -1.399 3.240 -1.819 -0.17 0.31 -0.22
N -0.681 2.978 -0.726 0.10 0.13 0.20
H 5.427 -0.025 4.433 0.00 0.03 -0.03
H 4.094 1.968 5.064 0.02 -0.01 0.00
H 1.790 2.227 4.203 0.04 0.02 0.00
H 2.167 -1.440 2.039 0.04 0.00 -0.03
H 4.477 -1.710 2.906 -0.02 -0.01 0.01
H -0.390 6.147 0.402 -0.01 0.03 -0.01
H -1.719 6.587 -1.674 0.01 0.02 0.03
H -2.353 4.647 -3.127 -0.04 -0.03 0.03
H -1.681 2.373 -2.415 0.00 0.15 0.02